1.
A 3-piece molecular cluster, C37H52IN3O9P2S overall at a distorted geometry, computed with wB97M-V/def2-TZVPD.

Structure (XYZ):
```
105
Properties=species:S:1:pos:R:3:forces:R:3
C 0.066 -2.065 -4.163 -0.2 0.4 0.2
C -1.251 -1.303 -4.467 0.5 -0.2 0.4
C -1.469 -0.220 -3.442 -0.1 0.1 0.0
C -1.909 -0.620 -2.184 0.1 0.0 0.0
C -2.075 0.273 -1.131 -0.1 0.3 0.0
C -1.803 1.620 -1.378 0.0 -0.1 0.2
C -1.368 2.039 -2.621 0.0 0.1 -0.1
C -1.206 1.138 -3.670 -0.2 -0.3 -0.1
P -0.670 1.906 -5.218 0.2 0.4 0.2
O 0.516 0.863 -5.654 0.0 -0.1 0.0
I -2.521 1.326 -6.754 0.0 0.0 0.0
S -2.037 2.787 -0.081 -0.1 0.1 0.0
C -1.395 1.789 1.230 -0.1 0.0 -0.1
C -1.711 0.430 1.228 -0.2 0.4 0.1
C -1.235 -0.364 2.266 0.0 -0.2 0.0
C -0.454 0.159 3.284 0.1 0.1 0.2
C 0.105 -0.662 4.423 0.1 0.0 -0.2
C -0.225 -2.145 4.386 -0.1 0.4 -0.4
C 0.418 -2.879 3.219 0.0 -0.1 -0.1
N -0.186 -4.102 2.828 -0.2 0.6 0.1
O 1.399 -2.453 2.669 0.2 -0.1 0.1
C -0.162 1.511 3.223 -0.1 -0.1 0.0
O 0.614 2.065 4.292 0.0 0.1 -0.1
C 1.890 2.018 4.093 0.0 -0.2 -0.1
N 3.028 1.955 3.916 0.0 0.1 0.1
C -0.616 2.363 2.232 0.0 0.1 0.2
C -0.288 3.832 2.251 -0.1 0.0 -0.2
C 1.080 4.139 1.639 0.1 0.2 0.4
C 1.300 5.627 1.387 0.2 -0.1 -0.3
C 2.782 5.916 1.098 0.1 0.1 0.1
C 3.567 6.473 2.305 0.2 -0.3 -0.1
C 4.595 5.488 2.892 0.2 0.4 0.0
C 6.013 5.599 2.289 -0.3 -0.4 0.1
C 6.338 4.501 1.251 0.2 0.4 0.2
C 7.431 3.517 1.709 -0.2 0.1 -0.2
O 7.159 2.185 1.336 0.3 -0.1 0.1
C 6.253 1.523 2.194 -0.2 0.0 0.0
N -2.534 -0.084 0.180 0.7 -0.7 -0.5
P -3.235 -1.659 0.531 -0.1 0.1 0.5
C -1.942 -2.892 0.065 -0.5 -0.1 -0.3
O -4.237 -1.839 -0.767 0.3 0.3 -0.1
H -0.124 -2.921 -3.517 0.1 -0.1 -0.1
H 0.565 -2.372 -5.078 0.0 -0.2 0.0
H 0.749 -1.412 -3.620 0.1 0.0 -0.1
H -1.192 -0.902 -5.470 -0.2 0.0 -0.1
H -2.081 -2.004 -4.378 -0.1 0.0 -0.3
H -2.129 -1.665 -2.057 0.0 0.0 0.1
H -1.166 3.093 -2.776 0.0 0.0 0.0
H 1.231 1.357 -6.067 0.1 0.0 -0.2
H -1.463 -1.419 2.299 0.0 0.0 -0.1
H 1.190 -0.552 4.395 0.0 0.0 0.1
H -0.243 -0.236 5.364 0.0 0.0 0.0
H -1.305 -2.305 4.371 0.0 -0.1 0.2
H 0.184 -2.618 5.281 -0.2 -0.1 0.1
H -1.180 -4.064 3.020 0.0 -0.3 0.3
H 0.185 -4.914 3.304 0.1 -0.1 -0.3
H -1.058 4.379 1.708 0.0 0.0 0.0
H -0.308 4.198 3.278 0.0 0.0 0.0
H 1.244 3.567 0.723 -0.1 0.0 -0.1
H 1.850 3.828 2.349 0.0 -0.2 -0.1
H 0.685 5.966 0.550 -0.1 -0.1 0.0
H 0.979 6.197 2.262 0.0 0.0 0.0
H 2.882 6.587 0.244 -0.1 0.1 0.0
H 3.265 4.983 0.798 0.0 0.0 -0.2
H 4.098 7.379 2.008 0.0 0.1 0.1
H 2.887 6.770 3.106 -0.2 0.0 -0.1
H 4.667 5.676 3.965 0.0 -0.1 0.0
H 4.247 4.461 2.765 -0.1 0.0 0.2
H 6.146 6.588 1.849 0.0 0.1 0.0
H 6.723 5.528 3.116 0.1 0.0 -0.1
H 5.440 3.926 1.027 0.0 0.0 -0.1
H 6.671 4.983 0.332 -0.1 -0.2 -0.2
H 7.567 3.595 2.794 0.0 -0.1 0.1
H 8.380 3.772 1.237 0.1 0.0 0.0
H 5.225 1.572 1.825 0.0 0.1 0.0
H 6.264 1.945 3.203 0.0 0.0 0.0
H 6.542 0.475 2.260 0.0 0.0 -0.1
H -0.940 -2.468 0.080 0.1 -0.1 0.1
H -2.020 -3.719 0.767 0.2 0.0 0.1
H -2.163 -3.301 -0.920 0.1 0.0 -0.1
H -4.699 -1.003 -0.907 -0.3 -0.1 -0.1
O -8.007 -2.676 -7.616 0.0 0.0 0.0
C -7.457 -1.781 -7.048 0.1 -0.1 0.0
O -6.965 -0.699 -7.699 0.0 0.0 0.0
C -6.270 0.164 -6.784 0.0 0.1 0.1
C -6.836 -0.170 -5.409 0.0 -0.1 0.0
C -7.168 -1.652 -5.563 -0.1 0.3 0.0
H -5.202 -0.051 -6.846 0.0 0.0 0.0
H -6.440 1.196 -7.079 0.0 0.0 -0.1
H -6.144 0.056 -4.600 0.1 0.0 0.0
H -7.753 0.397 -5.239 0.0 0.0 0.0
H -6.317 -2.293 -5.326 0.0 0.0 0.0
H -8.029 -1.970 -4.983 0.0 -0.1 0.0
O -0.926 -6.822 3.130 -0.1 -0.2 0.1
C -0.637 -7.698 2.365 0.1 0.2 -0.1
O -0.161 -8.889 2.777 0.0 0.0 0.0
C 0.203 -9.702 1.646 0.0 -0.1 -0.1
C -0.600 -9.141 0.478 0.0 0.1 0.0
C -0.698 -7.663 0.851 -0.1 -0.3 0.0
H 1.280 -9.608 1.492 0.0 0.0 0.0
H -0.030 -10.737 1.879 0.0 0.0 0.1
H -0.137 -9.331 -0.487 0.1 0.0 0.0
H -1.596 -9.586 0.468 0.0 0.0 0.0
H 0.155 -7.084 0.493 0.0 0.1 0.0
H -1.617 -7.187 0.521 0.1 0.1 0.0
```
Forces are in eV/Å.

Computed properties:
- LUMO energy (Eh) = -0.004
- HOMO energy (eV) = -8.260
- Kohn-Sham gap (Eh) = 0.29991
- structure (SMILES) = CCc1cc2c(cc1P(O)I)Sc1c(cc(CCC(N)=O)c(OC#N)c1CCCCCCCCCOC)N2P(C)O.O=C1CCCO1.O=C1CCCO1
- max |F| (eV/Å) = 1.1

---

2.
C37H53CaClCsF10N4O9P as an isolated structure at a distorted geometry, computed with wB97M-V/def2-TZVPD.

Structure (XYZ):
```
117
Properties=species:S:1:pos:R:3:forces:R:3
C 8.256 -7.790 2.951 0.1 -0.5 0.2
N 7.191 -6.792 2.718 0.6 -0.3 -0.7
C 6.866 -6.853 1.276 0.3 0.0 0.0
C 5.668 -5.994 0.916 -0.8 0.0 -0.1
C 5.722 -4.801 0.203 0.3 1.2 -1.4
C 7.164 -4.265 -0.246 -1.9 0.8 2.3
C 7.686 -3.385 1.029 0.6 -0.5 -1.2
C 9.209 -2.914 0.918 -1.7 0.9 0.8
Cl 9.784 -2.692 2.613 0.1 0.0 -0.5
C 4.508 -4.030 -0.152 2.0 -0.9 0.6
C 3.283 -4.491 0.285 -0.3 0.0 0.0
C 2.001 -3.732 -0.006 0.3 -0.2 0.3
O 2.303 -2.493 -0.615 -0.5 -0.1 0.2
C 1.082 -1.780 -0.875 0.8 0.0 -0.7
C 3.231 -5.685 1.048 0.2 0.0 0.2
C 4.380 -6.421 1.340 -0.1 0.2 0.1
C 4.185 -7.684 2.168 -0.3 0.7 -0.2
O 4.800 -8.704 2.011 0.0 -0.1 0.2
C 3.093 -7.576 3.219 0.2 -0.1 0.2
C 3.392 -8.286 4.519 1.3 -0.4 0.0
C 4.524 -7.474 5.199 -1.1 0.5 -0.4
O 4.476 -6.293 5.204 0.6 0.1 0.3
F 5.510 -8.159 5.779 -0.3 -0.2 -0.2
C 1.997 -6.860 2.946 0.4 -0.7 0.8
P 0.602 -6.591 4.126 -2.1 2.0 -1.1
O 0.007 -8.115 4.613 1.4 -0.3 -0.3
O 1.342 -5.852 5.383 0.5 -1.2 -0.1
C 1.904 -6.203 1.584 0.4 0.0 0.1
O 0.869 -6.129 0.974 2.7 -1.1 0.2
H 8.435 -7.943 4.022 0.0 0.3 -0.2
H 9.207 -7.516 2.460 -0.2 0.0 0.2
H 7.970 -8.772 2.549 -0.1 0.3 0.1
H 7.674 -5.906 2.850 -0.5 0.1 0.4
H 6.638 -7.898 1.046 -0.1 0.3 0.0
H 7.770 -6.620 0.684 -0.4 0.1 0.0
H 7.870 -5.060 -0.481 -0.2 0.2 -0.1
H 7.006 -3.551 -1.074 0.4 -4.7 1.3
H 6.991 -2.518 1.251 0.8 -0.9 -0.3
H 7.598 -4.032 1.908 0.0 0.1 -0.3
H 9.869 -3.627 0.423 -0.2 0.1 0.0
H 9.253 -1.881 0.479 0.3 -1.1 0.1
H 4.541 -3.066 -0.729 -0.1 -1.2 0.7
H 1.461 -3.544 0.940 0.1 -0.2 -0.2
H 1.344 -4.382 -0.604 0.1 0.4 -0.1
H 0.387 -1.867 -0.031 0.1 0.1 -0.2
H 0.661 -2.185 -1.806 -0.3 0.1 0.4
H 1.376 -0.743 -1.068 -0.3 -0.2 0.2
H 3.782 -9.295 4.326 -0.4 0.2 0.0
H 2.556 -8.318 5.224 0.2 0.0 -0.1
H 0.659 -8.841 4.516 -0.1 0.0 0.3
H 0.684 -5.397 5.926 0.0 0.0 -0.1
C -4.802 -5.932 1.514 0.0 0.0 0.0
C -4.388 -4.483 1.744 -0.2 -0.2 0.1
C -3.319 -4.005 0.755 0.0 -0.2 0.3
C -2.098 -4.817 0.884 0.0 0.2 -0.2
N -1.143 -5.455 0.984 -2.9 1.0 0.1
H -3.962 -6.616 1.660 0.0 0.0 -0.1
H -5.583 -6.221 2.217 0.0 0.0 0.0
H -5.188 -6.075 0.503 0.0 0.0 0.0
H -4.019 -4.375 2.766 0.0 0.1 0.0
H -5.267 -3.842 1.651 0.1 0.1 0.0
H -3.066 -2.962 0.949 0.1 0.0 -0.1
H -3.685 -4.079 -0.270 0.0 0.0 0.0
Cs 6.977 -1.726 -1.462 -0.2 5.1 -1.6
C 0.021 4.325 -2.909 0.1 0.7 0.1
C 0.742 3.128 -3.558 -0.1 0.1 0.7
C 0.012 2.417 -4.700 0.1 -0.3 -0.5
F -1.144 1.866 -4.294 0.0 0.1 0.1
F 0.787 1.408 -5.171 0.2 0.1 0.1
F 1.081 2.242 -2.594 0.0 -0.2 -0.1
F 1.912 3.609 -4.071 -0.1 0.1 -0.3
O -0.668 4.075 -1.689 -0.1 -0.8 -0.2
C -1.973 3.623 -1.710 0.5 0.9 -0.5
C -2.114 2.253 -1.042 -0.1 -0.4 0.3
F -1.370 1.325 -1.680 0.1 0.1 -0.1
F -3.400 1.846 -1.091 0.0 0.2 0.0
F -2.459 3.641 -2.961 -0.3 -0.3 0.1
F -2.705 4.516 -1.002 -0.1 -0.2 0.2
H 0.807 5.025 -2.626 0.1 -0.1 0.0
H -0.596 4.872 -3.622 -0.1 -0.2 -0.1
H -0.190 3.105 -5.526 0.0 0.1 0.1
H -1.791 2.299 0.000 0.0 0.2 0.0
C -4.763 5.635 1.462 -1.4 -2.5 -1.0
O -4.664 5.209 2.657 0.4 0.7 0.0
H -5.503 5.153 0.805 0.1 -0.3 0.3
H -5.033 6.765 1.335 -0.5 0.5 0.1
H -3.830 5.583 0.833 0.5 1.1 0.4
N 1.231 7.290 -4.900 -0.1 -0.1 0.1
C 1.783 7.935 -3.825 0.1 -0.1 0.0
C 0.986 9.006 -3.522 0.0 0.0 0.0
C -0.093 9.005 -4.446 0.0 0.0 0.0
C 0.084 7.934 -5.280 0.0 -0.1 0.0
H 1.609 6.471 -5.340 0.1 0.1 0.0
H 2.693 7.578 -3.373 0.0 0.0 0.0
H 1.156 9.712 -2.727 0.0 0.0 0.0
H -0.906 9.711 -4.492 0.0 0.0 0.0
H -0.504 7.577 -6.110 0.0 0.1 0.0
F -6.844 6.668 1.000 0.6 0.8 0.1
C -10.483 10.512 -1.588 -0.3 -0.1 0.2
C -9.383 10.426 -0.541 -0.3 0.3 -0.5
C -7.971 10.521 -1.123 0.4 -0.4 0.6
O -7.622 9.308 -1.757 -0.1 0.4 -0.3
C -7.820 9.278 -3.173 -0.1 -0.3 0.0
N -9.477 9.089 0.139 0.4 -0.3 0.2
H -10.530 9.618 -2.211 0.1 0.0 0.0
H -11.459 10.626 -1.111 0.0 0.0 0.0
H -10.329 11.373 -2.235 0.0 0.0 0.0
H -9.535 11.190 0.221 0.1 0.0 0.0
H -7.262 10.648 -0.300 0.0 0.0 0.0
H -7.859 11.385 -1.779 -0.2 0.0 0.0
H -7.765 10.272 -3.618 0.0 0.0 0.1
H -8.786 8.824 -3.405 0.0 0.1 -0.1
H -7.042 8.653 -3.605 0.0 0.0 0.1
H -10.432 8.823 0.373 0.0 0.1 0.0
H -8.906 9.049 0.989 0.0 -0.1 0.0
H -9.074 8.381 -0.494 0.1 0.0 0.1
Ca -1.847 -9.192 3.559 -0.2 0.1 -0.1
```
Forces are in eV/Å.

Computed properties:
- LUMO energy (Eh) = -0.248
- total charge = +2
- HOMO energy (eV) = -7.676
- Kohn-Sham gap (Eh) = 0.03408
- relative energy (zero: lowest compared OMol25 entry of this formula, charge and spin) (kJ/mol) = 0.0
- max |F| (eV/Å) = 5.4

---

3.
C37H53IO24P2 as an isolated structure at a distorted geometry, computed with wB97M-V/def2-TZVPD.

Structure (XYZ):
```
117
Properties=species:S:1:pos:R:3:forces:R:3
C 1.001 0.619 4.992 -0.1 -0.3 -0.4
C 1.485 0.129 3.627 -0.5 0.6 -0.2
P 2.416 1.424 2.677 1.0 -0.3 0.5
C 1.584 3.010 3.120 -0.4 -0.4 -0.7
C 1.924 1.133 0.943 -0.3 0.2 0.5
C 2.129 2.007 -0.056 -0.2 0.0 -0.3
C 2.828 3.326 0.011 0.2 0.1 0.4
C 4.246 3.281 0.613 0.0 -0.1 -0.3
C 4.999 2.000 0.327 0.6 0.6 0.1
C 5.730 1.992 -0.996 -0.3 0.4 -0.5
O 5.767 2.904 -1.789 0.2 -0.6 0.6
O 6.380 0.830 -1.202 -0.2 0.4 -0.6
C 1.645 1.591 -1.408 0.1 -0.2 -0.5
O 2.233 1.855 -2.434 -0.2 0.0 0.4
C 0.377 0.777 -1.424 -0.4 0.3 0.5
P -0.787 1.043 -2.836 0.3 -0.3 -1.4
O -2.270 1.188 -2.169 0.4 0.1 0.5
O -0.439 2.599 -3.224 -0.2 -0.3 0.3
C 0.244 -0.112 -0.437 -0.3 -0.1 -0.5
I -1.351 -1.464 -0.258 0.1 1.5 -1.5
C 1.325 -0.183 0.593 0.1 -0.7 0.2
O 1.697 -1.238 1.090 -1.6 1.4 -0.6
H 0.051 1.127 4.874 -0.1 0.3 0.1
H 0.822 -0.237 5.630 0.1 -0.1 0.3
H 1.696 1.294 5.472 0.2 0.0 0.3
H 0.615 -0.192 3.066 -0.2 -0.2 -0.1
H 2.128 -0.734 3.717 0.3 0.0 0.1
H 1.362 3.027 4.176 0.1 0.0 0.3
H 2.222 3.851 2.888 0.2 0.2 0.0
H 0.655 3.121 2.568 -0.2 0.1 0.0
H 2.884 3.773 -0.971 0.0 -0.2 -0.4
H 2.215 4.000 0.603 -0.1 0.2 0.2
H 4.814 4.088 0.166 0.1 0.3 -0.1
H 4.264 3.461 1.680 -0.3 -0.1 0.3
H 5.782 1.883 1.073 0.1 -0.1 0.2
H 4.377 1.115 0.419 -0.1 -0.2 0.0
H 6.054 0.232 -0.526 0.4 -0.5 0.2
H -2.262 1.423 -1.233 -0.2 0.0 0.1
H -0.887 3.200 -2.619 0.1 0.3 0.0
C -6.253 -5.129 2.557 0.0 0.2 0.3
C -5.867 -4.005 1.628 -0.1 -0.4 0.2
C -4.666 -4.289 0.757 0.0 0.0 -0.3
O -4.102 -2.979 0.568 -0.2 0.0 0.1
C -4.472 -2.219 1.633 -0.3 0.0 0.1
O -4.031 -1.147 1.887 0.1 0.2 0.0
O -5.414 -2.852 2.367 0.1 0.0 -0.2
H -7.164 -4.881 3.102 0.0 0.0 -0.1
H -6.426 -6.047 1.998 0.0 0.0 -0.1
H -5.469 -5.301 3.295 0.1 0.0 -0.1
H -6.725 -3.698 1.024 0.1 0.0 -0.1
H -4.930 -4.724 -0.203 0.1 0.1 -0.1
H -3.922 -4.919 1.251 0.0 0.0 0.1
C 3.193 -3.006 2.372 0.2 0.1 0.5
C 4.093 -2.187 1.485 0.1 -0.5 -0.1
C 5.094 -2.969 0.663 0.0 0.0 -0.1
O 6.166 -2.021 0.514 0.0 -0.1 0.0
C 6.118 -1.179 1.577 -0.4 0.0 0.2
O 6.952 -0.377 1.838 0.3 0.2 0.0
O 4.967 -1.343 2.261 0.2 0.0 0.0
H 2.465 -2.363 2.863 0.1 -0.3 -0.1
H 2.651 -3.750 1.788 0.0 0.0 0.0
H 3.758 -3.511 3.155 0.1 -0.1 -0.1
H 3.487 -1.538 0.846 0.7 -0.3 0.1
H 4.715 -3.255 -0.315 0.1 0.1 -0.1
H 5.474 -3.853 1.179 0.0 0.0 0.1
C 5.209 5.407 -4.375 -0.4 0.0 0.0
C 5.549 6.791 -3.888 0.0 -0.4 -0.1
C 6.644 6.835 -2.847 0.1 0.1 0.1
O 6.287 7.991 -2.073 0.0 -0.1 0.0
C 4.948 8.166 -2.187 0.1 -0.1 -0.1
O 4.305 8.907 -1.521 -0.1 0.1 0.1
O 4.447 7.371 -3.163 0.1 0.1 0.0
H 4.461 5.446 -5.167 0.1 0.0 0.0
H 6.095 4.902 -4.760 0.0 0.0 0.0
H 4.793 4.813 -3.562 0.2 -0.1 0.1
H 5.779 7.453 -4.728 0.0 0.1 0.1
H 7.637 6.960 -3.273 0.0 0.1 0.1
H 6.636 5.959 -2.194 -0.1 -0.1 -0.1
C -1.287 -3.218 2.151 0.8 -0.6 0.7
C -0.717 -4.421 2.866 -0.3 0.3 0.0
C -1.606 -5.002 3.943 0.1 -0.2 0.1
O -0.654 -5.544 4.868 -0.1 0.0 0.0
C 0.499 -4.846 4.733 0.0 0.1 -0.2
O 1.422 -4.911 5.472 0.2 0.0 0.1
O 0.449 -4.060 3.627 -0.1 -0.1 0.0
H -0.625 -2.892 1.348 0.0 -0.8 0.9
H -2.261 -3.454 1.720 0.2 0.0 0.0
H -1.394 -2.379 2.840 -0.1 0.0 0.1
H -0.421 -5.188 2.145 0.0 -0.1 0.0
H -2.265 -5.785 3.579 0.1 -0.1 0.1
H -2.196 -4.239 4.456 0.0 0.1 -0.1
C -8.865 0.118 3.419 -0.2 -0.2 0.1
C -8.331 -0.447 2.125 0.0 0.2 0.3
C -8.152 0.567 1.018 0.1 0.0 -0.1
O -8.356 -0.229 -0.158 0.0 0.1 0.1
C -9.148 -1.275 0.181 0.1 0.1 0.1
O -9.649 -2.021 -0.591 -0.1 -0.2 -0.1
O -9.271 -1.359 1.529 0.1 0.0 -0.1
H -8.903 -0.652 4.188 0.1 0.0 0.0
H -8.231 0.930 3.774 0.0 0.0 0.0
H -9.881 0.490 3.281 0.0 0.1 -0.1
H -7.402 -0.996 2.305 0.0 0.0 -0.1
H -7.161 1.013 1.003 0.0 -0.1 -0.1
H -8.906 1.357 1.044 0.0 0.0 0.1
C -2.592 0.576 -7.738 -0.3 -0.2 0.0
C -1.673 -0.349 -6.979 -0.2 0.3 -0.2
C -0.321 -0.558 -7.621 0.2 -0.1 0.1
O 0.015 -1.886 -7.198 0.0 0.1 -0.1
C -1.143 -2.551 -6.960 0.0 0.1 0.0
O -1.225 -3.719 -6.781 0.0 -0.2 0.1
O -2.191 -1.692 -6.959 0.1 0.0 0.1
H -3.518 0.736 -7.186 0.0 0.0 0.0
H -2.116 1.543 -7.900 0.0 0.0 0.0
H -2.860 0.143 -8.702 0.1 0.0 0.0
H -1.567 -0.015 -5.944 0.1 -0.1 0.1
H 0.430 0.149 -7.278 0.1 -0.1 0.1
H -0.366 -0.540 -8.713 -0.1 0.0 0.0
```
Forces are in eV/Å.

Computed properties:
- LUMO energy (Eh) = -0.064
- HOMO energy (eV) = -8.691
- Kohn-Sham gap (Eh) = 0.25531
- max |F| (eV/Å) = 2.3